ORCA calculation (ωB97M-V with the def2-TZVPD basis set) on C12H11Cl2N in the gas phase in a non-equilibrium geometry.

Values from the calculation:
E_LUMO	0.615	eV
frontier orbital gap	0.3721	hartree
SMILES	CC[C@](C#N)(/C(Cl)=C/Cl)c1ccccc1
strongest force on any atom	0.1128	Eh/bohr
molecular weight	240.133	u
E_tot	-39154.1615	eV
energy relative to the best compared isomer or geometry (same formula, charge and spin)	26.2	kcal per mole

The geometry in ORCA input format:
```
! RIJCOSX wB97M-V def2-TZVPD def2/J DEFGRID3
* xyz 0 1
C 0.398 2.035 -0.125
C -0.983 1.461 0.207
C -1.223 0.238 -0.677
C -1.481 0.585 -2.017
N -1.511 0.987 -3.101
C -2.915 -0.324 -0.258
Cl -3.047 -1.955 -0.513
C -3.828 0.503 0.223
Cl -5.461 0.058 0.652
C -0.251 -0.819 -0.463
C 0.564 -1.203 -1.505
C 1.422 -2.249 -1.237
C 1.432 -2.808 0.011
C 0.531 -2.526 1.032
C -0.233 -1.415 0.833
H 1.267 1.965 0.611
H 0.884 1.599 -0.957
H 0.389 3.088 -0.370
H -1.589 2.312 0.090
H -0.942 1.285 1.207
H -3.558 1.507 0.189
H 0.386 -0.769 -2.412
H 2.007 -2.531 -1.978
H 2.176 -3.673 0.265
H 0.545 -3.110 1.846
H -0.809 -1.200 1.693
*
```

Atomic partial charges in e from the natural (NBO) method, atoms 1 to 8:
1 C -0.62
2 C -0.41
3 C -0.14
4 C 0.28
5 N -0.30
6 C -0.05
7 Cl 0.08
8 C -0.27

=====

ORCA calculation (ωB97M-V with the def2-TZVPD basis set) on a gas-phase ion, C7H6IN2O (charge +1) in a non-equilibrium geometry.

Values from the calculation:
E_LUMO (alpha / beta)	-4.536 / -6.368	eV
frontier orbital gap (alpha / beta)	0.2588 / 0.2455	hartree
expectation value of S²	2.10
strongest force on any atom	0.0994	Eh/bohr
molecular weight	261.042	u
E_tot	-20469.5680	eV

The geometry in ORCA input format:
```
! RIJCOSX wB97M-V def2-TZVPD def2/J DEFGRID3
* xyz 1 3
C 2.162 0.255 0.841
C 1.450 1.410 0.634
C 0.612 -1.320 -0.268
C 1.712 -0.991 0.522
C -0.852 0.482 -0.054
C -3.124 -0.228 -0.548
C 0.090 1.568 -0.012
N -0.068 -2.163 -0.707
N -2.023 0.265 -0.214
O -0.818 -2.841 -1.277
I 2.976 -2.589 1.034
H 3.072 0.545 1.291
H 2.050 2.276 0.945
H -3.832 -0.225 0.169
H -3.324 -0.595 -1.664
H -0.494 2.346 0.430
H 0.410 1.804 -1.123
*
```

Atomic partial charges in e from the natural (NBO) method, atoms 1 to 8:
1 C -0.27
2 C -0.11
3 C 0.08
4 C -0.21
5 C 0.56
6 C 0.00
7 C -0.59
8 N 0.26

=====

ORCA calculation (ωB97M-V with the def2-TZVPD basis set) on C4H10ClN2O2P in the gas phase in a non-equilibrium geometry.

Values from the calculation:
E_LUMO	0.684	eV
frontier orbital gap	0.4058	hartree
SMILES	N[P@@](=O)([O-])[N+]1(CCCl)CC1
strongest force on any atom	0.0780	Eh/bohr
molecular weight	184.563	u
E_tot	-33196.8333	eV
energy relative to the best compared isomer or geometry (same formula, charge and spin)	0.0	kcal per mole

The geometry in ORCA input format:
```
! RIJCOSX wB97M-V def2-TZVPD def2/J DEFGRID3
* xyz 0 1
N -0.631 -0.012 -2.397
P 0.731 0.703 -1.671
O 1.838 -0.230 -1.733
O 0.779 2.185 -1.624
N -0.242 0.385 0.141
C 0.827 0.231 1.172
C 1.424 -1.180 1.330
Cl 0.616 -2.037 2.604
C -1.444 -0.426 0.314
C -1.516 1.001 0.492
H -1.360 0.502 -2.892
H -0.104 -0.814 -2.790
H 1.674 0.961 1.017
H 0.587 0.695 2.205
H 2.429 -1.360 1.481
H 1.124 -1.800 0.505
H -1.291 -1.008 1.173
H -1.894 -0.922 -0.599
H -2.035 1.692 -0.254
H -1.514 1.434 1.526
*
```

Atomic partial charges in e from the natural (NBO) method, atoms 1 to 8:
1 N -1.25
2 P 2.40
3 O -1.10
4 O -1.09
5 N -0.47
6 C -0.27
7 C -0.40
8 Cl -0.07

=====

ORCA calculation (ωB97M-V with the def2-TZVPD basis set) on a molecular structure, C3H5NO3 in a non-equilibrium geometry.

Values from the calculation:
E_LUMO	0.152	eV
frontier orbital gap	0.3849	hartree
strongest force on any atom	0.0915	Eh/bohr
molecular weight	103.077	u
E_tot	-10822.8467	eV
energy relative to the best compared isomer or geometry (same formula, charge and spin)	65.5	kcal per mole

The geometry in ORCA input format:
```
! RIJCOSX wB97M-V def2-TZVPD def2/J DEFGRID3
* xyz 0 1
O -2.498 -0.239 0.043
C -1.321 -0.035 0.165
N -0.057 -0.368 -1.164
C 1.159 0.296 -0.972
O 2.218 -0.534 -1.115
O 1.383 1.405 -0.528
C -0.597 0.210 1.405
H -0.877 -0.222 -1.751
H 1.631 -1.344 -1.311
H -0.273 -0.728 1.902
H 0.356 0.787 1.131
H -1.123 0.772 2.196
*
```

Atomic partial charges in e from the natural (NBO) method, atoms 1 to 8:
1 O -0.48
2 C 0.79
3 N -0.88
4 C 0.86
5 O -0.65
6 O -0.59
7 C -0.80
8 H 0.43

=====

ORCA calculation (ωB97M-V with the def2-TZVPD basis set) on 2 unconnected molecules or ions with the total composition C3H10NOS in a non-equilibrium geometry.

Values from the calculation:
E_LUMO	4.085	eV
frontier orbital gap	0.2465	hartree
strongest force on any atom	0.0277	Eh/bohr
molecular weight	108.186	u
E_tot	-17646.6672	eV
energy relative to the best compared isomer or geometry (same formula, charge and spin)	17.9	kcal per mole

The geometry in ORCA input format:
```
! RIJCOSX wB97M-V def2-TZVPD def2/J DEFGRID3
* xyz -1 1
C -1.677 0.969 -1.903
C -1.149 0.889 -0.455
S -2.261 -0.086 0.619
H -2.522 1.650 -1.981
H -1.953 -0.056 -2.162
H -0.840 1.147 -2.597
H -0.122 0.515 -0.502
H -1.126 1.892 -0.013
H -0.412 -0.937 1.295
N 2.322 -0.498 0.540
C 1.500 -1.049 1.566
O 0.274 -1.659 1.247
H 2.664 -1.128 -0.173
H 1.985 0.353 0.119
H 2.075 -1.769 2.145
H 1.240 -0.232 2.253
*
```

Atomic partial charges in e from the natural (NBO) method, atoms 1 to 8:
1 C -0.63
2 C -0.52
3 S -0.67
4 H 0.20
5 H 0.21
6 H 0.17
7 H 0.16
8 H 0.17